1.
# C57H139N13O7

A cluster of 13 separate species, C57H139N13O7 in total in a non-equilibrium geometry (wB97M-V/def2-TZVPD, the OMol25 dataset).

Atoms and positions in Å:
C 10.494 -2.639 6.907
C 10.938 -1.191 7.142
N 10.193 -0.476 8.200
C 10.739 0.930 8.333
C 10.536 1.736 7.027
C 10.298 -1.178 9.520
C 9.372 -0.513 10.543
H 9.415 -2.787 6.960
H 10.929 -3.359 7.600
H 10.818 -2.891 5.897
H 12.022 -1.167 7.258
H 10.646 -0.683 6.223
H 10.162 1.462 9.090
H 11.756 0.990 8.723
H 11.267 1.525 6.246
H 9.566 1.533 6.574
H 10.718 2.790 7.235
H 11.325 -1.181 9.887
H 9.953 -2.183 9.278
H 8.471 -0.148 10.049
H 9.808 0.375 11.002
H 9.085 -1.210 11.330
C 6.028 -0.757 13.156
C 5.696 -0.917 11.705
N 6.043 -2.227 11.172
C 5.857 -2.291 9.761
C 6.782 -3.307 9.110
C 5.583 -3.377 11.966
C 4.016 -3.294 12.199
H 5.427 -1.342 13.852
H 6.051 0.275 13.508
H 7.059 -1.095 13.266
H 4.681 -0.592 11.468
H 6.297 -0.134 11.241
H 4.817 -2.446 9.469
H 6.092 -1.320 9.324
H 7.819 -3.244 9.438
H 6.386 -4.312 9.256
H 6.806 -3.218 8.024
H 6.005 -3.379 12.972
H 5.867 -4.337 11.536
H 3.562 -3.309 11.208
H 3.623 -2.404 12.690
H 3.691 -4.161 12.775
C 9.452 5.121 8.871
C 8.281 6.069 9.275
N 8.702 7.139 10.159
C 9.262 8.275 9.402
C 9.896 9.286 10.373
C 7.680 7.600 11.101
C 6.947 6.438 11.803
H 9.094 4.332 8.209
H 9.953 4.718 9.750
H 10.135 5.748 8.298
H 7.804 6.493 8.391
H 7.504 5.456 9.731
H 10.028 7.894 8.727
H 8.541 8.761 8.741
H 9.272 9.708 11.160
H 10.760 8.718 10.716
H 10.227 10.163 9.815
H 6.907 8.080 10.497
H 7.994 8.352 11.824
H 7.588 5.612 12.112
H 6.221 5.988 11.126
H 6.394 6.802 12.669
C 8.276 -6.203 6.879
C 7.643 -7.118 7.955
N 6.269 -7.581 7.631
C 6.393 -8.476 6.446
C 5.029 -8.802 5.817
C 5.675 -8.217 8.766
C 5.340 -7.265 9.900
H 9.030 -5.676 7.465
H 7.580 -5.401 6.634
H 8.761 -6.692 6.035
H 8.237 -7.994 8.218
H 7.618 -6.530 8.872
H 6.847 -9.388 6.834
H 6.877 -8.040 5.572
H 5.202 -8.844 4.742
H 4.246 -8.070 6.012
H 4.677 -9.769 6.176
H 4.753 -8.695 8.434
H 6.271 -9.055 9.134
H 6.245 -7.007 10.449
H 4.798 -6.391 9.540
H 4.625 -7.734 10.577
C 11.869 -5.970 5.103
C 12.520 -6.025 6.439
N 11.888 -7.054 7.301
C 12.380 -8.358 6.863
C 11.185 -9.349 6.856
C 12.225 -6.843 8.734
C 11.380 -7.655 9.688
H 12.304 -5.163 4.514
H 10.807 -5.786 5.263
H 12.068 -6.890 4.553
H 13.598 -6.075 6.274
H 12.456 -5.088 6.993
H 12.676 -8.376 5.814
H 13.224 -8.758 7.425
H 10.429 -9.077 6.120
H 11.417 -10.402 6.696
H 10.735 -9.302 7.848
H 12.120 -5.812 9.073
H 13.258 -7.174 8.848
H 10.335 -7.626 9.378
H 11.512 -7.249 10.691
H 11.664 -8.706 9.748
C 9.517 -3.937 13.522
C 10.584 -4.516 14.472
N 10.600 -5.987 14.562
C 11.065 -6.579 13.306
C 12.557 -6.503 13.240
C 9.360 -6.612 15.020
C 9.122 -6.336 16.496
H 9.530 -2.865 13.720
H 8.524 -4.309 13.774
H 9.740 -3.994 12.457
H 11.575 -4.143 14.212
H 10.537 -4.094 15.477
H 10.866 -7.649 13.250
H 10.566 -6.145 12.439
H 13.219 -6.515 14.106
H 12.913 -7.389 12.713
H 12.819 -5.591 12.701
H 9.562 -7.677 14.903
H 8.459 -6.512 14.413
H 8.408 -7.036 16.930
H 8.635 -5.367 16.613
H 10.049 -6.222 17.058
C 5.453 4.236 6.904
O 6.220 4.798 7.692
N 5.652 2.989 6.431
C 4.664 2.335 5.609
C 6.813 2.196 6.827
H 4.530 4.738 6.577
H 3.661 2.760 5.607
H 4.499 1.304 5.925
H 5.135 2.241 4.630
H 6.481 1.338 7.414
H 7.334 1.753 5.978
H 7.526 2.716 7.467
C 5.348 2.779 10.992
O 4.202 2.961 11.328
N 6.472 2.796 11.731
C 6.412 3.232 13.114
C 7.773 2.430 11.239
H 5.703 2.505 9.985
H 6.628 2.391 13.773
H 5.438 3.634 13.395
H 7.160 4.015 13.236
H 8.256 1.668 11.852
H 7.767 2.097 10.201
H 8.441 3.289 11.311
C 12.833 7.531 9.076
O 12.733 8.417 8.236
N 12.985 6.228 8.784
C 13.152 5.177 9.797
C 12.963 5.684 7.448
H 12.805 7.685 10.166
H 13.119 5.520 10.832
H 14.105 4.659 9.689
H 12.324 4.470 9.842
H 12.772 6.415 6.663
H 13.904 5.166 7.264
H 12.198 4.911 7.376
C 12.437 0.102 2.934
O 11.875 0.628 3.917
N 11.930 -0.008 1.663
C 12.586 -0.690 0.554
C 10.545 0.459 1.393
H 13.385 -0.457 2.945
H 13.624 -0.919 0.797
H 12.556 -0.332 -0.474
H 12.113 -1.673 0.526
H 9.847 -0.373 1.485
H 10.191 1.254 2.050
H 10.506 0.935 0.413
C 15.199 3.207 12.861
O 15.234 3.872 13.886
N 14.398 2.161 12.691
C 14.315 1.409 11.411
C 13.427 1.747 13.735
H 15.901 3.352 12.025
H 14.926 0.510 11.494
H 14.809 2.072 10.701
H 13.296 1.236 11.066
H 12.427 1.614 13.321
H 13.839 0.818 14.130
H 13.374 2.428 14.584
C 6.630 -1.039 5.770
O 5.479 -1.205 6.164
N 6.974 -0.603 4.557
C 8.390 -0.522 4.253
C 6.068 -0.171 3.504
H 7.490 -1.318 6.400
H 8.663 -1.456 3.760
H 9.127 -0.373 5.041
H 8.577 0.270 3.527
H 6.440 0.779 3.122
H 6.063 -0.881 2.676
H 5.026 -0.112 3.818
C 15.975 3.128 7.472
O 15.613 2.857 8.646
N 15.409 2.635 6.395
C 16.063 2.853 5.094
C 14.351 1.635 6.375
H 16.777 3.853 7.266
H 16.543 3.830 5.045
H 15.340 2.934 4.282
H 16.703 2.045 4.738
H 13.786 1.575 7.305
H 13.573 1.745 5.621
H 14.803 0.651 6.252

## Properties
Frontier orbital gap (Eh): 0.2805
Energy above the lowest of the compared OMol25 structures with the same formula, charge and spin (kcal/mol): 159.3
HOMO energy (eV): -7.7

***

2.
# C57H141F2N12O8S2V

A structure of composition C57H141F2N12O8S2V in a non-equilibrium geometry (wB97M-V/def2-TZVPD, the OMol25 dataset).

Atoms and positions in Å:
O 3.492 1.248 -2.985
V 3.929 1.406 -1.477
N 2.072 0.861 -0.670
S 1.235 0.930 0.660
O 1.316 -0.196 1.589
O 0.001 1.703 0.731
F 2.321 1.867 1.347
S 0.642 0.070 -1.373
O 0.041 0.881 -2.393
O -0.195 -0.889 -0.665
F 1.481 -0.888 -2.306
C 0.427 4.736 -7.372
C 0.229 3.230 -7.840
N 0.569 2.270 -6.752
C 0.710 0.876 -7.238
C 1.306 -0.007 -6.185
C -0.388 2.312 -5.605
C -1.844 2.047 -5.968
H -0.307 5.120 -6.664
H 0.365 5.421 -8.217
H 1.396 4.792 -6.876
H -0.743 3.061 -8.302
H 0.962 3.061 -8.630
H -0.194 0.400 -7.618
H 1.326 0.931 -8.136
H 1.817 -0.811 -6.716
H 2.072 0.473 -5.575
H 0.598 -0.346 -5.429
H -0.313 3.279 -5.108
H -0.040 1.604 -4.853
H -2.288 2.708 -6.712
H -2.417 1.992 -5.043
H -1.957 1.039 -6.367
C -2.386 -7.575 -2.184
C -2.142 -6.372 -1.318
N -3.353 -5.680 -0.800
C -4.308 -5.272 -1.936
C -5.755 -4.994 -1.492
C -3.023 -4.717 0.275
C -2.251 -3.500 -0.184
H -2.973 -8.329 -1.660
H -1.365 -7.920 -2.352
H -2.801 -7.405 -3.177
H -1.511 -6.721 -0.501
H -1.608 -5.626 -1.906
H -3.988 -4.337 -2.396
H -4.445 -6.050 -2.687
H -6.095 -5.931 -1.051
H -5.925 -4.185 -0.781
H -6.384 -4.765 -2.352
H -2.393 -5.197 1.024
H -3.937 -4.468 0.813
H -2.772 -2.969 -0.981
H -1.243 -3.746 -0.519
H -2.027 -2.828 0.645
C -3.091 5.339 3.286
C -3.709 4.261 2.404
N -3.926 4.841 1.024
C -3.909 3.821 -0.030
C -2.598 3.000 -0.229
C -5.193 5.618 0.990
C -5.300 6.509 -0.276
H -2.154 5.641 2.819
H -2.914 5.049 4.321
H -3.810 6.151 3.396
H -2.993 3.439 2.408
H -4.674 3.968 2.818
H -4.745 3.141 0.136
H -3.995 4.283 -1.014
H -2.371 2.421 0.666
H -2.704 2.240 -1.003
H -1.751 3.644 -0.466
H -5.326 6.271 1.852
H -6.083 4.994 1.068
H -4.579 7.326 -0.245
H -6.291 6.885 -0.533
H -5.054 5.934 -1.168
C -5.498 -1.997 2.231
C -5.016 -0.701 2.935
N -3.835 -0.741 3.842
C -3.417 0.583 4.319
C -4.375 1.249 5.305
C -2.661 -1.351 3.230
C -1.884 -0.524 2.188
H -6.532 -1.933 1.890
H -5.445 -2.771 2.997
H -4.829 -2.290 1.422
H -4.884 0.031 2.138
H -5.828 -0.237 3.495
H -2.384 0.491 4.656
H -3.351 1.236 3.449
H -5.353 1.432 4.860
H -4.272 0.619 6.188
H -3.896 2.196 5.558
H -2.882 -2.324 2.792
H -2.051 -1.513 4.119
H -2.543 -0.077 1.443
H -1.202 -1.197 1.669
H -1.265 0.256 2.631
C 3.378 -6.567 -4.875
C 4.334 -5.729 -3.980
N 3.666 -4.582 -3.319
C 3.370 -3.484 -4.185
C 4.547 -2.828 -4.880
C 2.548 -5.009 -2.489
C 2.970 -5.881 -1.326
H 4.051 -7.250 -5.393
H 2.869 -5.950 -5.615
H 2.664 -7.064 -4.218
H 4.578 -6.385 -3.145
H 5.279 -5.427 -4.431
H 2.688 -3.878 -4.939
H 2.761 -2.803 -3.590
H 5.235 -2.493 -4.104
H 5.127 -3.426 -5.583
H 4.257 -1.892 -5.359
H 1.768 -5.572 -3.001
H 2.106 -4.092 -2.100
H 3.917 -5.672 -0.830
H 3.148 -6.904 -1.658
H 2.213 -5.767 -0.550
C 1.558 5.353 2.296
C 0.562 4.471 3.092
N 1.124 3.266 3.652
C 2.383 3.446 4.433
C 2.172 4.108 5.789
C 0.093 2.529 4.416
C 0.433 1.064 4.866
H 1.172 6.262 1.835
H 2.032 4.715 1.550
H 2.357 5.694 2.954
H 0.172 5.109 3.885
H -0.242 4.170 2.421
H 2.797 2.460 4.641
H 3.187 3.955 3.902
H 1.959 5.175 5.717
H 1.551 3.524 6.467
H 3.014 4.185 6.477
H -0.805 2.411 3.810
H -0.328 3.176 5.185
H -0.425 0.701 5.432
H 1.272 1.057 5.562
H 0.678 0.433 4.012
C -7.146 -1.305 -2.296
C -5.765 -1.763 -2.717
N -5.105 -0.782 -3.629
C -3.618 -1.001 -3.654
C -2.975 -0.475 -2.370
C -5.665 -0.752 -4.995
C -5.342 0.539 -5.777
H -7.494 -2.036 -1.567
H -7.834 -1.115 -3.120
H -7.137 -0.392 -1.702
H -5.172 -1.853 -1.807
H -5.758 -2.760 -3.157
H -3.250 -2.019 -3.783
H -3.181 -0.451 -4.487
H -3.053 0.613 -2.356
H -3.521 -0.813 -1.489
H -1.939 -0.811 -2.346
H -6.754 -0.729 -4.955
H -5.404 -1.660 -5.538
H -5.434 1.368 -5.076
H -5.962 0.662 -6.665
H -4.314 0.430 -6.124
C 7.667 -1.914 3.962
C 6.937 -1.563 5.262
N 5.833 -0.677 5.106
C 4.713 -1.356 4.371
C 3.569 -0.413 3.940
C 5.280 -0.036 6.318
C 4.745 -0.984 7.406
H 8.703 -2.246 4.019
H 7.634 -1.070 3.272
H 7.073 -2.657 3.430
H 6.651 -2.451 5.826
H 7.622 -1.028 5.919
H 5.084 -1.735 3.420
H 4.280 -2.235 4.849
H 3.150 -0.806 3.014
H 2.752 -0.348 4.658
H 3.959 0.596 3.805
H 4.451 0.572 5.958
H 6.038 0.695 6.599
H 4.597 -0.540 8.390
H 5.500 -1.731 7.650
H 3.834 -1.499 7.102
C 3.226 4.649 -1.056
O 3.579 3.497 -1.231
N 1.982 5.078 -1.241
C 1.578 6.527 -1.025
C 0.875 4.221 -1.522
H 3.914 5.437 -0.713
H 1.383 7.015 -1.981
H 2.376 7.127 -0.588
H 0.761 6.546 -0.304
H 1.275 3.252 -1.821
H 0.272 4.053 -0.630
H 0.329 4.578 -2.395
C 1.847 -3.201 1.142
O 2.931 -2.788 0.816
N 1.582 -4.257 1.910
C 0.247 -4.708 2.249
C 2.654 -5.079 2.480
H 0.923 -2.686 0.837
H 0.064 -5.093 3.253
H -0.147 -5.432 1.537
H -0.458 -3.876 2.254
H 3.635 -4.875 2.050
H 2.736 -4.971 3.561
H 2.484 -6.149 2.358
C 5.506 1.377 1.590
O 4.922 1.440 0.503
N 5.976 2.467 2.254
C 5.779 3.795 1.666
C 6.830 2.334 3.387
H 5.678 0.459 2.172
H 6.712 4.110 1.199
H 5.450 4.474 2.452
H 5.032 3.912 0.880
H 7.853 2.620 3.143
H 6.521 2.942 4.237
H 6.890 1.315 3.768

## Properties
Frontier orbital gap (alpha / beta) (Eh): 0.1528 / 0.1226
HOMO energy (alpha / beta) (eV): -11.3 / -11.3
Spin multiplicity: 3
Charge: +2

***

> Number 2 is which compound?

C57H141F2N12O8S2V